w:
49
Properties=species:S:1:pos:R:3 method="wB97M-V/def2-TZVPD" total_charge=+1 mol_weight_g_mol=289.25 homo_ev=-12.8
O 0.260 1.972 0.270
H 0.062 1.049 0.144
H -0.418 2.649 0.218
O 2.929 -3.695 1.051
H 2.507 2.858 2.379
H 1.425 5.784 0.111
O 1.777 2.253 2.306
H -0.458 -4.033 -3.469
H -1.273 3.989 -1.211
O 3.174 0.229 -2.153
H 3.572 -0.586 -1.844
H -0.999 0.302 1.871
O -0.534 -3.225 -3.982
H 3.580 -3.458 1.719
H -1.416 -3.192 -4.357
O -3.447 -3.058 0.929
H -3.420 -3.238 1.868
H -0.930 4.941 -2.547
O 1.790 -1.452 0.113
H -1.948 -0.417 -1.094
H 2.023 -2.248 0.659
O 2.801 0.602 0.661
H -1.930 -3.944 -0.907
H 2.578 1.168 1.510
O -0.934 4.789 -1.606
H 3.216 0.221 -3.108
O 1.093 5.010 -0.345
H -3.312 2.285 0.220
H 0.307 5.268 -0.845
O -2.904 3.079 0.581
H -3.304 3.111 1.455
H -4.259 -0.813 0.280
O 2.156 -0.766 3.300
H 1.354 2.454 1.437
H -4.022 -0.609 -1.141
O -0.276 -0.208 2.239
H -0.645 -1.097 2.165
H 1.591 -0.498 4.021
O -3.764 -0.251 -0.289
H 1.559 -1.178 2.679
H -4.139 -3.496 0.432
O -2.246 -4.363 -1.725
H 0.833 -1.486 -0.027
H -3.033 -3.801 -1.765
O -1.051 -0.752 -1.241
H 2.532 1.180 -0.063
H 2.133 -4.030 1.473
H 2.170 -0.347 0.717
H -1.057 -1.076 -2.151

x:
49
Properties=species:S:1:pos:R:3 method="wB97M-V/def2-TZVPD" total_charge=+1 mol_weight_g_mol=289.25 homo_ev=-13.2
O -2.925 -0.124 1.524
H -2.769 0.697 2.004
H -2.772 -0.845 2.171
O 2.197 3.962 -1.569
H -1.426 -0.714 -1.972
H -4.391 2.894 -3.496
O -1.487 -0.763 -2.932
H 5.494 -1.285 0.173
H -1.240 2.338 -4.956
O -1.148 0.397 -0.081
H -2.016 0.286 0.576
H -1.252 -2.141 -1.313
O 4.566 -0.981 0.189
H 2.908 3.640 -2.134
H 4.912 -0.086 0.007
O 1.990 -4.437 -2.575
H 2.875 -4.447 -2.241
H -0.738 0.937 -4.541
O 1.576 -1.265 2.178
H -0.341 -0.028 0.215
H 2.202 -1.157 2.896
O -0.170 4.896 1.933
H 2.250 -4.971 0.928
H 0.767 5.060 2.125
O -1.502 1.418 -4.880
H -1.070 1.373 -0.381
O -4.097 2.922 -2.583
H -1.907 -0.209 4.398
H -4.378 3.717 -2.134
O -1.751 -0.651 3.552
H -0.791 -0.589 3.501
H 1.363 -3.200 3.466
O -1.842 2.392 -1.368
H -2.241 -0.214 -3.174
H 2.482 -4.093 3.915
O -1.564 -2.041 -0.408
H -2.102 -2.806 -0.196
H -1.945 2.315 -2.329
O 2.050 -3.270 4.133
H -2.729 2.034 -1.201
H 1.724 -5.359 -2.488
O 2.433 -4.677 1.823
H 1.879 -1.833 1.467
H 3.368 -4.510 1.866
O 0.539 2.392 0.741
H 0.790 2.641 1.624
H 2.015 3.205 -1.014
H -0.234 4.095 2.470
H 0.447 3.083 0.093

Bottom line: w, by a margin of 0.0388 hartree.

w:
16
Properties=species:S:1:pos:R:3 method="wB97M-V/def2-TZVPD" total_charge=0 mol_weight_g_mol=91.95 homo_ev="-6.6 / -8.2"
B -0.387 -1.959 -0.378
C -0.131 -0.839 0.817
C 0.060 0.515 0.558
C -1.518 -1.322 0.287
C -0.954 0.990 -0.321
C -1.865 0.008 -0.441
C 2.423 1.357 -0.413
H 0.091 -2.916 -0.812
H 0.260 -1.377 1.602
H 0.654 1.181 1.236
H -2.140 -1.713 1.037
H -0.965 1.892 -0.834
H -2.730 0.143 -1.173
H 2.986 1.569 0.463
H 1.629 2.019 -0.656
H 2.586 0.453 -0.970

x:
16
Properties=species:S:1:pos:R:3 method="wB97M-V/def2-TZVPD" total_charge=0 mol_weight_g_mol=91.95 homo_ev="-7.5 / -7.1"
B 0.117 1.619 -0.170
C -1.289 1.017 0.087
C -1.258 -0.542 0.041
C 1.037 -0.356 -0.981
C 1.428 0.731 0.069
C 1.033 -0.247 1.108
C 0.195 -1.017 0.129
H -1.615 1.334 1.086
H -2.070 1.376 -0.592
H -1.854 -0.956 0.859
H -1.693 -0.902 -0.897
H 0.509 -0.037 -1.880
H 1.904 -0.948 -1.265
H 2.428 1.160 0.046
H 0.893 -0.123 2.167
H 0.235 -2.108 0.194

Bottom line: x, by a margin of 0.0650 hartree.